#one
Entry from the OMol25 dataset: an isolated molecule of C4H8N4 (the ωB97M-V functional and the def2-TZVPD basis).

Geometry as XYZ:
```
16
Properties=species:S:1:pos:R:3
N 1.9913 -1.3267 0.4275
N -0.5397 1.1840 -0.3627
N 2.2034 0.8925 -0.4532
N 0.0063 -0.0606 -0.0709
C -2.0619 -1.3281 -0.3295
C 1.4986 -0.2373 -0.0045
C -0.7813 -1.2111 -0.1057
C -1.3611 1.6504 0.5030
H -1.8025 2.5888 0.2661
H 1.6770 1.7025 -0.7719
H -2.4547 -2.2807 -0.3409
H -1.7842 1.1759 1.4772
H -0.0623 -2.0674 -0.0186
H 3.1466 1.0319 -0.1313
H 3.0109 -1.2588 0.4659
H -2.6865 -0.4553 -0.5504
```

The multiplicity is 1. The HOMO energy is -8.0 eV. Its SMILES is [H]/N=C(\N)N(C=C)N=C.

***

#two
Entry from the OMol25 dataset: an isolated molecule of C4H8N4 (the ωB97M-V functional and the def2-TZVPD basis).

Geometry as XYZ:
```
16
Properties=species:S:1:pos:R:3
N -1.8727 1.0031 0.2145
N 0.1617 1.8183 0.9994
N 1.3459 -0.1947 -0.8385
N 0.0679 -2.0130 2.0099
C -0.5660 1.1472 0.1963
C 1.2987 -1.5639 -0.2895
C 0.6712 -1.7586 1.0504
C 0.0249 0.3816 -0.9935
H -0.6756 -0.3888 -1.3662
H 0.6225 -2.1480 -0.8995
H 2.4030 -1.9196 -0.3024
H -2.4080 1.4041 1.0064
H 1.7632 0.3902 -0.1171
H -2.4309 0.6780 -0.5725
H -0.4928 2.1173 1.7702
H 0.0869 1.0470 -1.8681
```

The multiplicity is 1. The HOMO energy is -9.5 eV. Its SMILES is [H]/N=C(\N)CNCC#N.

***

The most stable of them is #two.